{
  "formula": "C27H51CrNO2Si2",
  "method": "the ωB97M-V functional and the def2-TZVPD basis",
  "de_lowest_ev": 0.000,
  "charge": 1,
  "multiplicity": 4,
  "molar_mass_g_mol": 529.88,
  "e_lumo_ev": [-4.54, -3.56],
  "symbols": ["O", "O", "C", "C", "H", "H", "H", "H", "H", "C", "C", "H", "H", "H", "H", "H", "C", "C", "C", "H", "H", "H", "H", "H", "C", "H", "H", "H", "H", "H", "H", "Cr", "C", "Si", "H", "H", "C", "C", "C", "C", "Si", "H", "H", "C", "C", "C", "H", "H", "H", "H", "H", "H", "H", "H", "H", "H", "H", "H", "H", "H", "H", "H", "H", "H", "C", "C", "C", "C", "N", "C", "C", "C", "C", "C", "C", "C", "H", "H", "H", "H", "H", "H", "H", "H"],
  "xyz": [[-1.3785, -1.8697, -1.2171], [0.5588, 1.4497, -4.8149], [-0.5436, -2.8639, -1.8156], [-1.2838, -4.1912, -1.8996], [0.3506, -2.9812, -1.1839], [-0.2348, -2.5577, -2.8340], [-1.5819, -4.5388, -0.9006], [-0.6595, -4.9783, -2.3516], [-2.2235, -4.0572, -2.4563], [-1.9563, -0.8961, -2.1122], [-1.8672, -1.1979, -3.5936], [-1.4444, 0.0694, -1.9276], [-3.0248, -0.7600, -1.8231], [-0.9314, -0.8393, -4.0406], [-2.6423, -0.6310, -4.1231], [-1.9882, -2.2631, -3.8356], [0.1725, 2.4445, -3.8833], [1.9446, 1.1232, -4.7079], [-1.2496, 2.8813, -4.1979], [0.8236, 3.3397, -3.8847], [0.2266, 1.9661, -2.8898], [-1.3428, 3.2085, -5.2441], [-1.5246, 3.7382, -3.5747], [-1.9536, 2.0563, -4.0092], [2.4133, 0.4992, -6.0100], [2.0143, 0.4085, -3.8615], [2.5914, 1.9992, -4.4729], [1.7780, -0.3469, -6.2675], [3.4407, 0.1465, -5.9280], [2.3634, 1.2379, -6.8141], [1.6376, 0.1012, 0.5320], [-0.9686, -0.4676, 1.5869], [2.0885, -0.3733, -0.3921], [3.7001, 0.3382, 0.2541], [1.8945, -1.4564, -0.4469], [1.4725, 0.0260, -1.2118], [5.0004, -0.5854, -0.7476], [3.6302, -0.0791, 2.0989], [3.2646, 2.1885, 0.0406], [-2.6836, -1.5580, 1.6099], [-3.7391, -0.0136, 1.3866], [-2.8649, -2.1329, 2.5567], [-2.8093, -2.3314, 0.8118], [-5.1181, -0.5811, 0.2443], [-3.0231, 1.5539, 0.6087], [-4.3454, 0.4695, 3.0904], [2.5149, 2.3274, -0.7607], [4.1115, 2.8533, -0.2154], [2.8191, 2.5768, 0.9754], [4.7513, -1.6633, -0.6618], [6.0535, -0.4647, -0.4287], [4.9234, -0.2905, -1.8135], [2.8616, -0.8524, 2.2899], [3.3502, 0.8022, 2.6927], [4.5912, -0.4622, 2.4817], [-3.6552, 1.8320, -0.2513], [-1.9823, 1.5177, 0.2357], [-3.0770, 2.3831, 1.3323], [-5.2316, 1.1185, 3.0559], [-3.5657, 0.9947, 3.6605], [-4.6020, -0.4437, 3.6440], [-6.0847, -0.1359, 0.5150], [-5.2081, -1.6730, 0.3198], [-4.9174, -0.3384, -0.8085], [0.6114, 3.4438, 2.7981], [1.0626, 3.1897, 4.0936], [0.9811, 1.8828, 4.5824], [0.4224, 0.8927, 3.7695], [-0.0736, 1.1668, 2.5229], [0.0636, 2.4290, 2.0314], [0.4886, -0.5322, 4.1004], [1.0161, -1.0289, 5.3208], [1.1573, -2.4137, 5.4610], [0.8567, -3.2887, 4.4075], [0.3768, -2.7809, 3.1881], [0.1533, -1.4260, 3.0765], [0.7008, 4.4407, 2.3624], [1.4805, 3.9746, 4.7189], [1.3606, 1.5936, 5.5619], [-0.2537, 2.6013, 0.9997], [1.2801, -0.3116, 6.1079], [1.5122, -2.8058, 6.4156], [0.9972, -4.3622, 4.5202], [0.1703, -3.4405, 2.3510]],
  "forces_ev_per_a": [[0.103, 0.414, -0.078], [0.629, 0.903, -0.326], [0.268, -0.444, -0.241], [-0.309, -0.104, 0.238], [-0.214, 0.185, -0.220], [0.123, -0.115, 0.763], [0.173, 0.117, -0.151], [-0.268, 0.335, 0.015], [0.374, -0.192, -0.054], [-0.312, 0.493, 0.307], [0.030, 0.174, -0.705], [-0.221, -0.237, -0.031], [0.742, -0.280, -0.024], [-0.046, -0.231, 0.189], [-0.013, -0.185, 0.186], [-0.178, 0.406, 0.067], [-0.422, -0.191, 0.046], [0.070, -0.406, 0.329], [-0.111, -0.100, 0.017], [0.087, -0.502, -0.169], [-0.017, 0.392, 0.158], [0.105, -0.238, 0.300], [-0.018, -0.170, 0.035], [0.133, 0.301, -0.156], [-0.210, 0.107, 0.119], [0.366, 0.204, -0.255], [-0.624, -0.252, -0.049], [-0.006, -0.018, -0.071], [0.023, 0.017, 0.059], [-0.021, -0.121, 0.062], [-0.746, -0.908, -0.528], [1.533, -1.507, -0.373], [-1.659, 0.226, 0.692], [-0.513, -0.233, -0.799], [0.357, 0.267, 0.619], [0.769, 0.356, -0.102], [0.673, 0.277, 0.112], [0.332, -0.292, 0.119], [0.551, 0.409, -0.174], [0.091, -0.415, 0.742], [-1.770, -0.604, 0.199], [0.105, 0.960, -0.509], [0.613, 0.935, 0.151], [-0.222, -0.083, -0.048], [0.679, 0.306, -0.112], [-0.023, -0.060, 0.138], [0.334, -0.200, 0.273], [-0.316, -0.304, 0.205], [0.234, -0.208, -0.321], [0.073, 0.567, -0.067], [-0.490, -0.002, -0.184], [0.023, -0.199, 0.518], [0.377, 0.243, -0.130], [0.122, -0.139, -0.119], [-0.353, 0.172, -0.052], [0.295, -0.222, 0.240], [-0.277, 0.102, -0.094], [0.111, -0.296, -0.176], [0.235, -0.129, -0.012], [-0.136, -0.092, -0.071], [-0.035, 0.256, -0.050], [0.185, -0.069, -0.096], [-0.128, 0.258, -0.034], [-0.057, -0.030, 0.260], [0.077, 0.432, -0.403], [-0.235, -0.822, 0.211], [-0.174, 0.374, -0.468], [0.178, 0.169, -0.323], [-0.055, 0.951, 0.468], [-0.019, -0.502, 0.650], [0.397, -0.905, 0.781], [-0.490, 0.161, -0.937], [0.012, 0.202, 0.188], [0.047, 0.371, -0.232], [0.131, -0.297, 0.825], [-0.759, 0.865, -1.129], [-0.025, -0.334, 0.153], [-0.059, -0.076, -0.223], [-0.091, 0.319, -0.335], [0.000, -0.035, 0.439], [-0.051, -0.689, -0.159], [-0.057, 0.028, -0.335], [0.029, 0.244, 0.080], [-0.059, -0.062, 0.172]]
}



{
  "formula": "C3H4N2O2",
  "method": "the ωB97M-V functional and the def2-TZVPD basis",
  "smiles": "C=NN(C=O)C=O",
  "de_lowest_ev": 4.668,
  "molar_mass_g_mol": 100.08,
  "e_lumo_ev": 0.49,
  "symbols": ["C", "N", "N", "C", "O", "C", "O", "H", "H", "H", "H"],
  "xyz": [[0.1302, -0.0749, 1.9282], [-0.7363, -0.1790, 0.9628], [-0.0310, 0.0469, -0.3270], [1.3278, -0.1736, -0.5080], [2.0712, -0.5002, 0.4421], [-0.9295, 0.2605, -1.4307], [-2.0327, 0.6462, -1.1146], [-0.6944, -0.5767, 2.8141], [1.2006, 0.0882, 2.0336], [1.7621, -0.1630, -1.5101], [-0.3768, 0.3362, -2.3460]],
  "forces_ev_per_a": [[-6.096, -2.931, 2.808], [4.320, 0.861, -1.162], [-0.359, -0.486, -0.795], [0.743, -1.583, 2.949], [-0.813, 0.824, -2.623], [-0.235, 2.108, 3.934], [0.579, -0.976, -1.964], [3.338, 1.984, -1.460], [-0.715, 0.233, -0.115], [-0.565, 0.352, -0.373], [-0.197, -0.385, -1.198]]
}



{
  "formula": "C4H9NO",
  "method": "the ωB97M-V functional and the def2-TZVPD basis",
  "de_lowest_ev": 2.654,
  "molar_mass_g_mol": 87.12,
  "e_lumo_ev": 0.86,
  "symbols": ["C", "C", "C", "C", "H", "H", "H", "H", "H", "H", "H", "H", "H", "N", "O"],
  "xyz": [[1.6089, -1.0257, -0.5010], [1.0332, 0.3693, -0.2652], [-1.5124, 0.4316, -0.2293], [-1.5194, 0.1842, 1.2514], [0.7955, -1.8460, -0.0234], [2.6380, -0.9715, -0.0533], [1.8713, -1.4199, -1.4817], [1.0701, 0.5905, 0.7326], [1.8857, 1.1520, -0.9752], [-0.2959, 0.9721, -1.7282], [-0.9377, -0.6833, 1.7162], [-1.1528, 0.9670, 1.7132], [-2.7035, 0.2149, 1.5656], [-0.2249, 0.5178, -0.8808], [-2.5561, 0.5470, -0.8410]],
  "forces_ev_per_a": [[-0.492, -1.892, 2.135], [3.431, 0.558, -5.981], [1.519, -0.609, -1.017], [-4.036, -4.078, -0.214], [2.618, 1.973, -0.913], [-1.018, -0.763, 0.458], [-0.795, 0.709, -0.503], [0.037, 0.861, 2.460], [-2.550, -1.940, 2.574], [-0.030, 0.790, -2.079], [-1.055, 0.772, -1.140], [2.052, 4.293, 2.293], [3.106, -0.625, -0.739], [-3.608, -0.311, 2.729], [0.821, 0.263, -0.063]]
}



{
  "formula": "C5H7NO",
  "method": "the ωB97M-V functional and the def2-TZVPD basis",
  "smiles": "CC(=O)CC1=NC1",
  "de_lowest_ev": 4.710,
  "molar_mass_g_mol": 97.12,
  "e_lumo_ev": 0.64,
  "symbols": ["C", "C", "O", "C", "C", "N", "C", "H", "H", "H", "H", "H", "H", "H"],
  "xyz": [[-1.6380, -0.3907, 0.0876], [-0.3419, -0.0005, 0.7632], [-0.1165, -0.2482, 1.9455], [0.3214, 1.3513, 0.1293], [1.1464, 0.7234, -0.8617], [1.9167, -0.0290, -1.4650], [1.3064, -0.9081, -0.4167], [-2.4466, 0.2255, 0.4866], [-1.5863, -0.2529, -0.9940], [-1.8411, -1.4416, 0.3045], [-0.4264, 2.0086, -0.3155], [0.9150, 1.8435, 0.9005], [2.0340, -1.1760, 0.3367], [0.7571, -1.7053, -0.9010]],
  "forces_ev_per_a": [[0.642, -0.795, -0.532], [-0.228, 2.909, 1.806], [0.040, -0.200, -1.347], [-1.903, -0.039, 0.677], [0.952, -4.288, 1.204], [0.536, 1.586, -1.326], [0.135, 0.143, -0.908], [0.202, 0.036, 0.095], [-0.056, -0.007, 0.010], [-0.124, 0.132, -0.016], [0.071, 0.332, 0.209], [-0.004, 0.006, -0.135], [-0.134, 0.123, 0.129], [-0.129, 0.062, 0.134]]
}



| no. | DFT total energy (eV) |
| --- | --- |
| 1 | -78580.5711 |
| 2 | -10247.5974 |
| 3 | -7829.6664 |
| 4 | -8831.4925 |